83
Properties=species:S:1:pos:R:3:lowdin_charge:R:1 method="wB97M-V/def2-TZVPD" gap_ev=9.70 e_lumo_ev=0.424 multiplicity=1 charge=0 smiles="COCCCCCCCN(CC(C)C)S(=O)(=O)F.C[C@@H]1COC(=O)O1.C[C@@H]1COC(=O)O1.C[C@@H]1COC(=O)O1" homo_ev=-9.28 mol_weight_g_mol=589.68
C 6.301 -0.141 1.310 -0.108
O 6.678 1.177 0.950 -0.191
C 6.454 2.151 1.954 -0.224
C 5.324 3.149 1.602 -0.171
C 4.265 2.550 0.699 -0.197
C 3.202 3.582 0.262 -0.189
C 1.797 2.974 0.310 -0.202
C 1.161 3.279 1.669 -0.202
C -0.318 2.943 1.662 -0.192
N -0.913 2.571 2.977 -0.169
C -2.406 2.596 2.944 -0.180
C -3.002 1.714 1.836 -0.374
C -2.247 0.395 1.635 -0.061
C -3.270 2.453 0.513 -0.061
S -0.403 3.596 4.184 0.584
O 0.872 3.228 4.658 -0.232
O -1.394 3.695 5.186 -0.244
F -0.337 5.013 3.522 -0.126
H 5.640 -0.195 2.175 0.060
H 5.742 -0.559 0.472 0.088
H 7.172 -0.776 1.482 0.083
H 6.294 1.716 2.940 0.113
H 7.371 2.737 2.025 0.112
H 4.906 3.484 2.548 0.114
H 5.809 3.993 1.114 0.110
H 3.762 1.749 1.237 0.095
H 4.746 2.140 -0.184 0.115
H 3.425 3.987 -0.721 0.106
H 3.294 4.424 0.948 0.100
H 1.824 1.904 0.143 0.093
H 1.215 3.449 -0.483 0.113
H 1.345 4.332 1.849 0.105
H 1.724 2.738 2.425 0.109
H -0.891 3.789 1.273 0.127
H -0.463 2.151 0.942 0.096
H -2.792 2.237 3.886 0.114
H -2.725 3.630 2.812 0.118
H -3.989 1.429 2.197 0.130
H -2.977 -0.334 1.285 0.082
H -1.477 0.450 0.877 0.050
H -1.882 0.012 2.584 0.085
H -3.476 3.500 0.724 0.077
H -4.068 1.981 -0.044 0.058
H -2.366 2.456 -0.088 0.061
C -1.689 -3.015 -2.873 -0.014
C -2.035 -1.551 -2.831 -0.322
C -1.315 -0.755 -1.772 -0.089
O -2.237 0.320 -1.529 0.031
C -3.479 -0.146 -1.818 -0.556
O -4.493 0.417 -1.553 0.151
O -3.409 -1.342 -2.447 0.090
H -2.253 -3.510 -3.663 0.072
H -0.626 -3.159 -3.066 0.095
H -1.950 -3.508 -1.935 0.092
H -1.895 -1.105 -3.820 0.161
H -0.355 -0.369 -2.107 0.143
H -1.177 -1.309 -0.840 0.136
C -6.488 -3.945 -5.298 -0.020
C -5.527 -3.311 -6.271 -0.330
C -5.254 -4.125 -7.513 -0.094
O -3.943 -3.674 -7.880 0.066
C -3.322 -3.271 -6.745 -0.562
O -2.166 -3.014 -6.664 0.163
O -4.204 -3.205 -5.713 0.071
H -6.630 -3.302 -4.430 0.089
H -7.457 -4.113 -5.768 0.092
H -6.098 -4.896 -4.932 0.092
H -5.861 -2.302 -6.527 0.161
H -5.965 -3.934 -8.314 0.139
H -5.210 -5.198 -7.316 0.140
C 2.156 -4.241 3.731 -0.021
C 2.815 -3.187 2.879 -0.332
C 3.728 -2.248 3.626 -0.086
O 3.680 -1.066 2.809 0.032
C 2.474 -1.071 2.180 -0.540
O 2.024 -0.156 1.573 0.167
O 1.852 -2.264 2.341 0.089
H 1.513 -4.877 3.123 0.087
H 2.905 -4.868 4.214 0.092
H 1.526 -3.784 4.495 0.093
H 3.336 -3.653 2.037 0.160
H 4.748 -2.618 3.702 0.141
H 3.359 -1.994 4.622 0.143